ORCA calculation (ωB97M-V/def2-TZVPD) on a structure of composition C16H26Cl2O2W in a non-equilibrium geometry.

Structure (XYZ):
```
47
Properties=species:S:1:pos:R:3
C -0.627 0.909 -2.379
C -1.542 -0.170 -2.177
C -0.794 -1.328 -1.758
C -3.004 -0.090 -2.462
C 0.590 -0.945 -1.655
C 0.715 0.430 -2.126
C 1.923 1.105 -2.527
C -0.986 2.201 -3.010
C -1.323 -2.712 -1.577
C 1.734 -1.889 -1.489
W -0.488 0.253 -0.263
Cl -2.509 -0.687 0.750
Cl -0.667 2.518 0.255
O 2.528 -0.541 1.045
H -3.395 0.893 -2.172
H -3.559 -0.856 -1.910
H -3.210 -0.220 -3.532
H -2.310 -2.706 -1.098
H -0.635 -3.294 -0.952
H -1.418 -3.220 -2.548
H 1.434 -2.785 -0.937
H 2.552 -1.409 -0.947
H 2.087 -2.197 -2.482
H 2.840 0.605 -2.221
H 2.016 2.450 -1.907
H 1.903 1.458 -3.559
H -1.953 2.561 -2.645
H -1.058 2.087 -4.102
H -0.217 2.948 -2.790
H 2.653 -1.350 1.577
O 1.725 3.439 -1.832
H 2.249 3.864 -1.140
C 0.325 1.337 3.921
C 0.129 -0.075 3.400
C 1.206 -0.977 3.996
C -1.228 -0.583 3.845
C 0.260 -0.090 1.874
C 1.204 -0.251 0.983
H 0.194 1.342 5.011
H -0.395 2.023 3.471
H 1.329 1.701 3.692
H 1.148 -0.922 5.090
H 1.054 -2.022 3.695
H 2.214 -0.675 3.692
H -2.035 0.015 3.417
H -1.375 -1.622 3.541
H -1.282 -0.524 4.939
```

The total charge is -2. The energy above the lowest of the compared OMol25 structures with the same formula, charge and spin is 0.0 kcal per mole. The spin multiplicity is 3. The highest occupied orbital energy (alpha / beta) comes out at 1.321 / 0.725 eV. The total energy comes out at -1763.14260 hartree. The frontier orbital gap (alpha / beta) is 3.81 / 4.40 eV.